Formula: C5H14O3
Source: OMol25
Level of theory: wB97M-V/def2-TZVPD

```
! wB97M-V def2-TZVPD RIJCOSX def2/J DEFGRID3
* xyz 0 1
C 2.20 -0.37 0.34
C 1.03 0.16 0.01
C -0.25 0.01 0.70
C -0.43 -0.50 1.91
C -1.40 0.74 0.00
H 2.36 -1.06 1.17
H 3.17 -0.21 -0.12
H 1.01 0.83 -0.84
H -1.35 -0.56 2.47
H 0.41 -0.84 2.51
H -1.34 0.74 -1.08
H -1.27 1.80 0.28
H -2.40 0.50 0.35
O -0.46 -2.81 -1.12
H 0.03 -2.50 -1.89
H -1.31 -3.14 -1.43
O 0.46 2.95 1.97
H -0.44 2.80 1.80
H 1.13 2.25 1.94
O -0.06 -0.32 -3.18
H -0.53 -0.98 -2.67
H -0.56 0.50 -3.09
*
```

The calculation puts the LUMO energy at 0.46 eV. The energy above the lowest of the compared OMol25 structures with the same formula, charge and spin comes out at 1.473 eV. The value obtained for the calculated total energy is -11552.6511 eV. As for the HOMO-LUMO gap: 9.343 eV. The calculation puts the HOMO energy at -8.884 eV. Its SMILES is C=CC(=C)C.O.O.O.

Formula: C5H14OS
Source: OMol25
Level of theory: wB97M-V/def2-TZVPD

```
! wB97M-V def2-TZVPD RIJCOSX def2/J DEFGRID3
* xyz 0 1
C -1.63 -0.37 0.00
C -0.20 -0.24 -0.44
C 0.53 1.08 0.14
C 0.91 0.99 1.60
S 1.91 -0.47 2.00
C 3.49 -0.03 1.30
H -2.13 0.58 -0.21
H -1.65 -0.43 1.09
H -2.19 -1.23 -0.43
H 0.50 -0.95 0.00
H 0.02 -0.32 -1.50
H 1.43 1.22 -0.48
H -0.07 1.94 -0.17
H -0.07 0.77 2.07
H 1.40 1.86 2.03
H 3.89 0.86 1.79
H 4.19 -0.83 1.54
H 3.34 0.12 0.22
O -4.48 -1.83 -3.63
H -5.23 -1.37 -3.97
H -3.97 -1.36 -2.96
*
```

The calculation puts the LUMO energy at 0.81 eV. The energy above the lowest of the compared OMol25 structures with the same formula, charge and spin comes out at 0.529 eV. The value obtained for the calculated total energy is -18294.2232 eV. As for the HOMO-LUMO gap: 9.305 eV. The calculation puts the HOMO energy at -8.499 eV. Its SMILES is CCCCSC.O.

Formula: C5H14S
Source: OMol25
Level of theory: wB97M-V/def2-TZVPD

```
! wB97M-V def2-TZVPD RIJCOSX def2/J DEFGRID3
* xyz 0 1
C 2.01 0.47 -0.71
C 0.90 1.44 -0.40
S -0.78 0.95 -0.96
C -0.39 0.23 -2.56
H 2.13 0.41 -1.80
H 1.77 -0.55 -0.41
H 2.95 0.86 -0.34
H 0.71 1.62 0.66
H 1.08 2.44 -0.81
H 0.20 0.89 -3.20
H 0.08 -0.75 -2.48
H -1.34 -0.01 -3.05
C -0.43 -0.77 2.09
C -1.91 -1.23 1.95
H -0.06 -1.16 3.03
H 0.20 -1.23 1.32
H -0.34 0.31 2.02
H -2.08 -2.06 2.63
H -2.10 -1.47 0.90
H -2.59 -0.38 2.12
*
```

The calculation puts the LUMO energy at 0.96 eV. The energy above the lowest of the compared OMol25 structures with the same formula, charge and spin comes out at 0.416 eV. The value obtained for the calculated total energy is -16246.8851 eV. As for the HOMO-LUMO gap: 9.421 eV. The calculation puts the HOMO energy at -8.459 eV. Its SMILES is CCSC.CC.

Formula: C5H14S
Source: OMol25
Level of theory: wB97M-V/def2-TZVPD

```
! wB97M-V def2-TZVPD RIJCOSX def2/J DEFGRID3
* xyz 0 1
C -2.97 1.88 1.31
C -1.91 0.84 0.82
S -0.85 1.04 2.31
C 0.59 0.66 1.27
H -3.64 2.17 0.57
H -2.76 2.85 1.84
H -3.57 1.54 2.07
H -2.24 -0.18 0.46
H -1.55 1.28 -0.18
H 1.39 1.07 1.80
H 0.59 -0.40 1.14
H 0.60 1.13 0.22
C 1.43 -2.17 -1.55
C 2.74 -1.39 -1.90
H 1.11 -2.78 -2.41
H 1.62 -2.63 -0.57
H 0.44 -1.62 -1.23
H 3.59 -2.00 -1.71
H 2.65 -0.40 -1.34
H 2.75 -0.88 -2.94
*
```

The calculation puts the LUMO energy at 0.93 eV. The energy above the lowest of the compared OMol25 structures with the same formula, charge and spin comes out at 2.538 eV. The value obtained for the calculated total energy is -16244.7632 eV. As for the HOMO-LUMO gap: 9.443 eV. The calculation puts the HOMO energy at -8.511 eV. Its SMILES is CCSC.CC.

Formula: C5H14S
Source: OMol25
Level of theory: wB97M-V/def2-TZVPD

```
! wB97M-V def2-TZVPD RIJCOSX def2/J DEFGRID3
* xyz 0 1
C -2.39 -0.10 -1.39
C -1.03 -0.28 -2.00
C -0.85 0.75 -3.06
H -3.13 0.22 -2.08
H -2.46 0.60 -0.56
H -2.97 -0.97 -0.93
H -0.17 -0.31 -1.36
H -1.07 -1.21 -2.56
H -1.01 1.80 -2.83
H 0.17 0.61 -3.42
H -1.54 0.79 -3.91
C 1.68 0.06 2.91
S 0.57 0.31 1.52
C 1.41 -1.06 0.55
H 1.45 -0.87 3.46
H 2.69 0.24 2.58
H 1.45 0.90 3.57
H 1.34 -2.01 1.08
H 2.49 -0.87 0.37
H 1.01 -1.15 -0.45
*
```

The calculation puts the LUMO energy at 1.03 eV. The energy above the lowest of the compared OMol25 structures with the same formula, charge and spin comes out at 1.069 eV. The value obtained for the calculated total energy is -16246.2321 eV. As for the HOMO-LUMO gap: 9.692 eV. The calculation puts the HOMO energy at -8.663 eV. Its SMILES is CCC.CSC.

Formula: C5H14S
Source: OMol25
Level of theory: wB97M-V/def2-TZVPD

```
! wB97M-V def2-TZVPD RIJCOSX def2/J DEFGRID3
* xyz 0 1
C 1.36 -1.83 1.14
C 1.36 -1.73 -0.50
C 1.77 -3.07 -1.00
H 0.30 -1.95 1.56
H 1.60 -0.86 1.77
H 1.98 -2.81 1.59
H 0.42 -1.29 -0.76
H 2.14 -0.91 -0.72
H 1.24 -3.79 -0.43
H 1.32 -3.23 -2.10
H 2.90 -3.10 -1.22
C -2.99 3.43 0.64
S -2.20 1.89 0.53
C -0.59 1.98 -0.44
H -2.41 4.40 0.88
H -3.42 3.84 -0.23
H -3.80 3.29 1.34
H -0.31 0.99 -0.34
H 0.12 2.63 -0.11
H -0.79 2.12 -1.59
*
```

The calculation puts the LUMO energy at 1.00 eV. The energy above the lowest of the compared OMol25 structures with the same formula, charge and spin comes out at 2.459 eV. The value obtained for the calculated total energy is -16244.8418 eV. As for the HOMO-LUMO gap: 9.473 eV. The calculation puts the HOMO energy at -8.474 eV. Its SMILES is CCC.CSC.

Formula: C5H14S2
Source: OMol25
Level of theory: wB97M-V/def2-TZVPD

```
! wB97M-V def2-TZVPD RIJCOSX def2/J DEFGRID3
* xyz 0 1
C 1.43 0.55 0.15
C 0.30 0.70 1.15
S 0.55 2.20 2.15
C -1.08 2.28 2.98
H 1.56 -0.50 -0.09
H 2.37 0.99 0.47
H 1.13 1.03 -0.79
H -0.67 0.83 0.68
H 0.27 -0.11 1.87
H -1.06 1.62 3.85
H -1.30 3.33 3.14
H -1.82 1.89 2.27
C -1.25 -2.14 -0.98
S -0.73 -1.62 -2.64
C 0.89 -2.43 -2.63
H -0.55 -1.71 -0.26
H -2.30 -1.92 -0.86
H -1.17 -3.23 -0.92
H 0.74 -3.52 -2.59
H 1.39 -2.18 -1.69
H 1.41 -2.17 -3.55
*
```

The calculation puts the LUMO energy at 0.89 eV. The energy above the lowest of the compared OMol25 structures with the same formula, charge and spin comes out at 0.662 eV. The value obtained for the calculated total energy is -27082.0764 eV. As for the HOMO-LUMO gap: 9.317 eV. The calculation puts the HOMO energy at -8.429 eV. Its SMILES is CCSC.CSC.

Formula: C5H15BSi
Source: OMol25
Level of theory: wB97M-V/def2-TZVPD

```
! wB97M-V def2-TZVPD RIJCOSX def2/J DEFGRID3
* xyz 0 1
C -3.21 1.99 0.10
Si -1.56 1.43 1.04
C -0.61 0.50 -0.20
C 1.04 0.36 0.22
B 1.51 -1.06 -0.18
C 1.58 -1.36 -1.77
C 2.03 -2.10 0.82
H -3.61 1.37 -0.73
H -3.90 2.04 0.86
H -2.92 3.03 -0.06
H -1.71 0.71 2.29
H -0.76 2.57 1.44
H -0.72 0.95 -1.13
H -0.88 -0.49 -0.40
H 0.91 0.54 1.29
H 1.51 1.26 -0.17
H 1.95 -0.67 -2.51
H 0.63 -1.54 -2.18
H 2.18 -2.42 -2.04
H 2.90 -1.69 1.19
H 2.31 -3.14 0.46
H 1.32 -2.27 1.66
*
```

The calculation puts the LUMO energy at 0.67 eV. The energy above the lowest of the compared OMol25 structures with the same formula, charge and spin comes out at 0.767 eV. The value obtained for the calculated total energy is -13980.7521 eV. As for the HOMO-LUMO gap: 10.695 eV. The calculation puts the HOMO energy at -10.021 eV. Its SMILES is C[SiH2]CCB(C)C.

Formula: C5H15BrCuN3O2
Source: OMol25
Level of theory: wB97M-V/def2-TZVPD

```
! wB97M-V def2-TZVPD RIJCOSX def2/J DEFGRID3
* xyz 1 2
Cu -4.74 0.14 0.44
Br -2.66 -1.41 0.04
C -2.67 1.91 2.34
O -3.68 1.55 1.66
N -2.58 2.89 3.21
N -1.49 1.44 2.12
H -3.45 3.21 3.60
H -1.66 2.99 3.62
H -1.30 0.79 1.36
H -0.73 1.78 2.69
C 2.87 -1.59 -0.09
C 1.38 -1.47 -0.38
C 0.90 -0.84 -1.70
O 1.31 0.54 -1.83
C 1.10 1.07 -3.10
N 0.87 -2.84 -0.26
H 3.41 -2.05 -0.92
H 3.12 -2.23 0.75
H 3.24 -0.57 -0.01
H 1.02 -0.98 0.52
H -0.18 -0.96 -1.87
H 1.38 -1.42 -2.49
H 0.09 1.22 -3.47
H 1.73 0.61 -3.86
H 1.50 2.07 -2.90
H 1.31 -3.21 0.57
H -0.09 -2.63 -0.05
*
```

The calculation puts the LUMO energy (alpha / beta) at -5.07 / -8.35 eV. The energy above the lowest of the compared OMol25 structures with the same formula, charge and spin comes out at 0.211 eV. The value obtained for the calculated total energy is -128667.0443 eV. As for the HOMO-LUMO gap (alpha / beta): 6.948 / 3.602 eV. The calculation puts the HOMO energy (alpha / beta) at -12.014 / -11.948 eV.

Formula: C5H15ClFNSi2
Source: OMol25
Level of theory: wB97M-V/def2-TZVPD

```
! wB97M-V def2-TZVPD RIJCOSX def2/J DEFGRID3
* xyz 0 1
C -0.02 2.26 -1.44
Si 0.76 3.40 -0.13
F -0.03 4.77 0.01
C 2.38 3.75 0.57
Cl 3.72 2.54 0.10
H -0.65 1.56 -0.89
H -0.47 2.76 -2.31
H 0.76 1.58 -1.95
H 2.27 3.92 1.67
C -0.69 -3.50 0.95
Si -0.51 -1.60 0.34
C -1.21 -1.49 -1.47
C 1.18 -0.82 0.64
N -1.63 -0.54 1.17
H -1.80 -3.65 0.81
H -0.12 -4.21 0.31
H -0.27 -3.53 1.86
H -1.01 -2.34 -2.06
H -2.22 -1.08 -1.54
H -0.46 -0.75 -1.88
H 1.94 -1.25 0.09
H 1.01 0.30 0.50
H 1.38 -0.95 1.62
H -1.72 -0.42 2.17
H -2.60 -0.70 0.87
*
```

The calculation puts the LUMO energy (alpha / beta) at -0.23 / -0.23 eV. The energy above the lowest of the compared OMol25 structures with the same formula, charge and spin comes out at 0.202 eV. The value obtained for the calculated total energy is -37913.6791 eV. As for the HOMO-LUMO gap (alpha / beta): 7.919 / 7.919 eV. The calculation puts the HOMO energy (alpha / beta) at -8.151 / -8.151 eV. Its SMILES is C/[Si](F)=C\Cl.C[Si](C)(C)N.

Formula: C5H15ClN3
Source: OMol25
Level of theory: wB97M-V/def2-TZVPD

```
! wB97M-V def2-TZVPD RIJCOSX def2/J DEFGRID3
* xyz 1 1
C -2.40 -0.03 1.27
N -1.20 -0.81 0.69
Cl -1.29 -2.45 1.10
N 0.25 0.09 1.08
C 0.84 -0.28 2.37
C 1.06 -0.23 -0.05
N 0.45 0.18 -1.24
C 0.82 -0.42 -2.55
C 0.33 1.67 -1.28
H -3.23 -0.44 0.72
H -2.52 -0.13 2.36
H -2.40 0.96 0.86
H -0.01 -0.18 3.14
H 1.29 -1.26 2.36
H 1.51 0.57 2.69
H 1.94 0.29 0.10
H 1.34 -1.29 0.01
H -0.52 -0.17 -0.95
H 0.70 -1.55 -2.53
H 0.16 -0.16 -3.44
H 1.76 -0.22 -2.99
H 0.13 1.99 -0.23
H 1.33 2.00 -1.55
H -0.34 1.89 -1.98
*
```

The calculation puts the LUMO energy at -2.91 eV. The energy above the lowest of the compared OMol25 structures with the same formula, charge and spin comes out at 3.492 eV. The value obtained for the calculated total energy is -22410.5197 eV. As for the HOMO-LUMO gap: 10.281 eV. The calculation puts the HOMO energy at -13.189 eV. Its SMILES is CN(Cl)N(C)C[NH+](C)C.

Formula: C5H15N2
Source: OMol25
Level of theory: wB97M-V/def2-TZVPD

```
! wB97M-V def2-TZVPD RIJCOSX def2/J DEFGRID3
* xyz 1 1
C 2.40 0.80 1.29
C 1.38 1.54 0.41
C -0.04 0.97 0.54
C -0.26 -0.41 -0.08
N 0.07 -0.42 -1.54
C -1.77 -0.71 0.04
N -2.20 -1.70 -1.02
H 2.43 -0.27 1.03
H 2.09 0.87 2.33
H 3.39 1.23 1.17
H 1.34 2.57 0.75
H 1.73 1.58 -0.62
H -0.25 0.84 1.61
H -0.73 1.71 0.15
H 0.34 -1.13 0.45
H 0.73 -1.17 -1.75
H 0.65 0.38 -1.77
H -2.03 -1.17 0.98
H -2.38 0.17 -0.10
H -1.61 -1.48 -1.85
H -3.17 -1.54 -1.29
H -2.10 -2.67 -0.74
*
```

The calculation puts the LUMO energy at -3.41 eV. The energy above the lowest of the compared OMol25 structures with the same formula, charge and spin comes out at 0.324 eV. The value obtained for the calculated total energy is -8402.3523 eV. As for the HOMO-LUMO gap: 11.092 eV. The calculation puts the HOMO energy at -14.503 eV. Its SMILES is CCC[C@H](N)C[NH3+].